Formula: C4H4N2O
Source: the Open Molecules 2025 dataset
Level of theory: wB97M-V/def2-TZVPD

CARTESIAN COORDINATES (ANGSTROEM)
1 C -1.95 0.52 0.02
2 C -1.54 -0.58 0.67
3 C 3.03 0.09 0.62
4 C 0.15 -0.06 -0.89
5 N -0.56 0.98 -0.26
6 N -0.10 -0.20 0.45
7 O 3.90 0.13 -0.19
8 H -2.73 1.13 -0.11
9 H -1.83 -1.29 1.30
10 H 1.96 -0.19 0.16
11 H -0.34 -0.52 -1.77

E_LUMO (spin up / spin down): -0.037 / 0.000 Ha
charge: 0
energy relative to the best compared isomer or geometry (same formula, charge and spin): 216.5 kcal per mole
HOMO energy (spin up / spin down): -8.33 / -9.39 eV
Kohn-Sham gap (spin up / spin down): 7.332 / 9.382 eV

=====

Formula: C4H4N2O
Source: the Open Molecules 2025 dataset
Level of theory: wB97M-V/def2-TZVPD

CARTESIAN COORDINATES (ANGSTROEM)
1 C -0.55 0.27 0.27
2 C 0.61 -0.86 -0.72
3 C -0.45 1.56 -0.01
4 N -0.55 -1.28 0.29
5 N 1.81 -0.56 -0.40
6 C -1.17 -0.55 1.27
7 O -2.01 -0.60 2.10
8 H 2.46 -0.82 -1.15
9 H 0.37 -1.41 -1.64
10 H 0.30 1.95 -0.69
11 H -0.83 2.30 0.68

E_LUMO: -0.006 Ha
charge: 0
energy relative to the best compared isomer or geometry (same formula, charge and spin): 145.5 kcal per mole
HOMO energy: -9.42 eV
Kohn-Sham gap: 9.271 eV

=====

Formula: C4H4N2O2
Source: the Open Molecules 2025 dataset
Level of theory: wB97M-V/def2-TZVPD

CARTESIAN COORDINATES (ANGSTROEM)
1 O 2.28 -0.93 0.00
2 C 1.12 -0.26 -0.19
3 C 1.05 1.15 -0.22
4 N -0.17 1.65 0.09
5 N -1.25 0.94 0.29
6 C -1.04 -0.33 0.07
7 O -2.22 -0.95 -0.28
8 C 0.11 -0.99 0.19
9 H 2.83 -0.17 0.25
10 H 2.03 1.80 -0.40
11 H -2.83 -0.07 -0.25
12 H 0.05 -2.05 0.91

E_LUMO: 0.014 Ha
charge: 0
energy relative to the best compared isomer or geometry (same formula, charge and spin): 101.1 kcal per mole
HOMO energy: -9.56 eV
SMILES: Oc1cnnc(O)c1
Kohn-Sham gap: 9.941 eV

=====

Formula: C4H4N2O2
Source: the Open Molecules 2025 dataset
Level of theory: wB97M-V/def2-TZVPD

CARTESIAN COORDINATES (ANGSTROEM)
1 O -2.52 0.24 0.43
2 C -1.35 0.12 0.22
3 C -0.88 -0.63 -0.91
4 C 0.50 -0.83 -1.06
5 N 1.36 -0.23 -0.10
6 C 0.86 0.61 0.86
7 O 1.68 1.10 1.61
8 N -0.48 0.77 1.04
9 H -1.63 -1.07 -1.59
10 H 0.87 -1.48 -1.88
11 H 2.38 -0.14 -0.24
12 H -0.80 1.53 1.61

E_LUMO: 0.014 Ha
charge: 0
energy relative to the best compared isomer or geometry (same formula, charge and spin): 0.5 kcal per mole
HOMO energy: -9.46 eV
SMILES: O=c1cc[nH]c(=O)[nH]1
Kohn-Sham gap: 9.834 eV

=====

Formula: C4H4N2O2
Source: the Open Molecules 2025 dataset
Level of theory: wB97M-V/def2-TZVPD

CARTESIAN COORDINATES (ANGSTROEM)
1 N 0.91 0.81 -0.46
2 C 0.57 -0.34 1.59
3 C -0.71 0.36 0.13
4 C 0.83 -0.49 -0.02
5 C -1.84 0.61 -0.51
6 O -0.61 0.32 1.53
7 N 1.21 -1.64 -0.50
8 O 1.16 -0.79 2.51
9 H 1.18 0.95 -1.43
10 H 1.85 -1.52 -1.29
11 H -1.85 0.75 -1.58
12 H -2.69 0.99 0.04

E_LUMO: -0.042 Ha
charge: 0
energy relative to the best compared isomer or geometry (same formula, charge and spin): 128.0 kcal per mole
HOMO energy: -9.43 eV
Kohn-Sham gap: 8.297 eV

=====

Formula: C4H4N2O2
Source: the Open Molecules 2025 dataset
Level of theory: wB97M-V/def2-TZVPD

CARTESIAN COORDINATES (ANGSTROEM)
1 H 0.43 -0.14 2.64
2 N 0.63 -0.60 1.71
3 C 0.09 0.02 0.79
4 C -0.81 1.07 0.74
5 C -1.02 1.26 -0.58
6 O -0.16 0.53 -1.39
7 N 0.56 -0.22 -0.55
8 C 0.93 -1.49 -1.08
9 O 1.28 -2.35 -0.31
10 H -1.29 1.55 1.54
11 H -1.61 1.95 -1.30
12 H 0.99 -1.59 -2.21

E_LUMO: 0.023 Ha
charge: 0
energy relative to the best compared isomer or geometry (same formula, charge and spin): 89.2 kcal per mole
HOMO energy: -8.79 eV
SMILES: [H]/N=c1\ccon1C=O
Kohn-Sham gap: 9.408 eV

=====

Formula: C4H4N2O2
Source: the Open Molecules 2025 dataset
Level of theory: wB97M-V/def2-TZVPD

CARTESIAN COORDINATES (ANGSTROEM)
1 O 2.65 -1.06 0.04
2 N 2.03 -0.01 0.00
3 O 2.53 1.10 -0.09
4 C 0.64 -0.06 0.04
5 C -0.31 -1.22 -0.02
6 C -1.57 -0.63 -0.04
7 C -1.42 0.75 0.01
8 N -0.12 1.06 0.07
9 H -0.04 -2.25 -0.05
10 H -2.50 -1.16 -0.11
11 H -2.18 1.51 0.02
12 H 0.29 1.98 0.12

E_LUMO: -0.016 Ha
charge: 0
energy relative to the best compared isomer or geometry (same formula, charge and spin): 87.2 kcal per mole
HOMO energy: -9.15 eV
SMILES: O=[N+]([O-])c1ccc[nH]1
Kohn-Sham gap: 8.730 eV

=====

Formula: C4H4N2O2S
Source: the Open Molecules 2025 dataset
Level of theory: wB97M-V/def2-TZVPD

CARTESIAN COORDINATES (ANGSTROEM)
1 C -0.92 -0.65 0.02
2 C -0.29 -1.84 0.06
3 C 1.25 0.02 -0.04
4 C 2.48 0.90 0.01
5 N -0.03 0.40 -0.04
6 N 3.65 0.25 0.00
7 O 3.60 -1.01 0.00
8 O 4.71 0.87 -0.01
9 S 1.45 -1.67 0.03
10 H -1.97 -0.45 0.03
11 H -0.75 -2.80 0.12
12 H 2.44 1.97 -0.03
13 H -0.32 1.37 -0.07

E_LUMO: 0.012 Ha
charge: 0
energy relative to the best compared isomer or geometry (same formula, charge and spin): 96.3 kcal per mole
HOMO energy: -8.21 eV
Kohn-Sham gap: 8.533 eV

=====

Formula: C4H4N2OS
Source: the Open Molecules 2025 dataset
Level of theory: wB97M-V/def2-TZVPD

CARTESIAN COORDINATES (ANGSTROEM)
1 O -0.94 2.32 -0.09
2 C -0.60 1.18 -0.19
3 C -1.45 -0.13 -0.12
4 S -3.08 -0.20 0.07
5 N -0.56 -1.15 -0.34
6 N 0.80 -0.79 -0.55
7 C 1.31 -0.24 0.70
8 C 0.81 0.70 -0.33
9 H -0.85 -2.05 -0.70
10 H 0.74 -0.36 1.64
11 H 2.34 -0.50 0.93
12 H 1.48 1.22 -1.01

E_LUMO: -0.032 Ha
charge: 0
energy relative to the best compared isomer or geometry (same formula, charge and spin): 58.9 kcal per mole
HOMO energy: -8.83 eV
SMILES: O=C1C(=S)NN2C[C@H]12
Kohn-Sham gap: 7.957 eV

=====

Formula: C4H4N2S
Source: the Open Molecules 2025 dataset
Level of theory: wB97M-V/def2-TZVPD

CARTESIAN COORDINATES (ANGSTROEM)
1 C 0.00 -1.47 0.24
2 C 1.12 -0.75 0.64
3 C -1.70 0.11 0.01
4 C 0.42 1.51 -0.63
5 N -1.20 -1.07 -0.03
6 N -2.27 1.13 -0.03
7 S 1.25 0.96 0.68
8 H 0.13 -2.55 0.19
9 H 1.99 -1.26 1.00
10 H 0.08 0.85 -1.39
11 H 0.17 2.55 -0.67

E_LUMO (spin up / spin down): -0.052 / -0.052 Ha
charge: 0
energy relative to the best compared isomer or geometry (same formula, charge and spin): 75.0 kcal per mole
HOMO energy (spin up / spin down): -8.49 / -8.49 eV
Kohn-Sham gap (spin up / spin down): 7.070 / 7.067 eV

=====

Formula: C4H4N2S
Source: the Open Molecules 2025 dataset
Level of theory: wB97M-V/def2-TZVPD

CARTESIAN COORDINATES (ANGSTROEM)
1 N 3.71 -0.48 -0.04
2 C 2.55 -0.31 0.03
3 C 1.11 -0.27 0.08
4 C 0.59 0.94 -0.03
5 N -0.73 1.33 -0.01
6 C -1.87 0.63 0.02
7 S -2.08 -1.00 -0.02
8 H 0.59 -1.24 0.07
9 H 1.24 1.79 -0.10
10 H -0.85 2.34 0.04
11 H -2.74 1.30 0.11

E_LUMO: -0.018 Ha
charge: 0
energy relative to the best compared isomer or geometry (same formula, charge and spin): 27.9 kcal per mole
HOMO energy: -9.12 eV
SMILES: N#C/C=C/NC=S
Kohn-Sham gap: 8.640 eV

=====

Formula: C4H4N2S2
Source: the Open Molecules 2025 dataset
Level of theory: wB97M-V/def2-TZVPD

CARTESIAN COORDINATES (ANGSTROEM)
1 H 3.92 -0.23 0.02
2 N 3.14 -0.85 -0.01
3 C 2.06 -0.19 0.00
4 N 1.93 1.21 0.00
5 C 0.70 1.56 0.00
6 C -0.33 0.53 0.00
7 C -1.65 0.81 0.00
8 S -2.98 -0.32 0.00
9 S 0.47 -1.03 0.00
10 H 0.41 2.61 0.02
11 H -1.96 1.87 -0.01
12 H -2.27 -1.46 0.02

E_LUMO: -0.017 Ha
charge: 0
energy relative to the best compared isomer or geometry (same formula, charge and spin): 20.0 kcal per mole
HOMO energy: -8.45 eV
SMILES: [H]/N=C1N=C/C(=C/S)S\1
Kohn-Sham gap: 7.989 eV

=====

Formula: C4H4N2S2
Source: the Open Molecules 2025 dataset
Level of theory: wB97M-V/def2-TZVPD

CARTESIAN COORDINATES (ANGSTROEM)
1 S -1.79 -0.41 2.64
2 C -2.42 -0.48 1.13
3 S -1.63 -0.41 -0.45
4 N 0.01 -0.04 -0.44
5 C 0.64 0.98 -1.15
6 C 1.97 0.77 -0.98
7 N 2.11 -0.24 -0.02
8 C 0.98 -0.76 0.24
9 H -3.39 -0.86 0.81
10 H -0.05 1.64 -1.65
11 H 2.81 1.43 -0.96
12 H 0.75 -1.62 0.85

E_LUMO: -0.029 Ha
charge: 0
energy relative to the best compared isomer or geometry (same formula, charge and spin): 46.1 kcal per mole
HOMO energy: -9.22 eV
SMILES: S=CSn1ccnc1
Kohn-Sham gap: 8.446 eV

=====

Formula: C4H4N2S2
Source: the Open Molecules 2025 dataset
Level of theory: wB97M-V/def2-TZVPD

CARTESIAN COORDINATES (ANGSTROEM)
1 S -4.23 -0.11 -0.11
2 C -2.78 0.40 0.03
3 N -1.73 0.98 0.17
4 C -0.37 0.80 0.30
5 C 0.44 0.14 -0.77
6 N 0.17 -0.52 0.47
7 C -0.40 -1.70 0.73
8 S -0.16 -3.05 -0.16
9 H 0.09 1.59 0.88
10 H -0.05 -0.24 -1.66
11 H 1.47 0.46 -0.92
12 H -1.00 -1.72 1.64

E_LUMO: -0.003 Ha
charge: 0
energy relative to the best compared isomer or geometry (same formula, charge and spin): 48.7 kcal per mole
HOMO energy: -8.78 eV
SMILES: S=C=N[C@@H]1CN1C=S
Kohn-Sham gap: 8.693 eV

=====

Formula: C4H4N2S2
Source: the Open Molecules 2025 dataset
Level of theory: wB97M-V/def2-TZVPD

CARTESIAN COORDINATES (ANGSTROEM)
1 S -3.62 -0.41 0.07
2 C -2.07 0.12 -0.10
3 N -1.45 1.40 -0.08
4 C -0.13 1.26 0.01
5 C 0.28 -0.20 -0.06
6 C 1.44 -0.87 -0.12
7 S 3.07 -0.14 0.06
8 N -1.03 -0.78 -0.05
9 H 0.54 2.19 0.04
10 H 1.42 -1.99 -0.33
11 H 2.65 1.15 0.20
12 H -1.10 -1.74 0.36

E_LUMO: -0.050 Ha
charge: 0
energy relative to the best compared isomer or geometry (same formula, charge and spin): 36.6 kcal per mole
HOMO energy: -8.32 eV
SMILES: S=C1N=C/C(=C\S)N1
Kohn-Sham gap: 6.952 eV

=====

Formula: C4H4N3
Source: the Open Molecules 2025 dataset
Level of theory: wB97M-V/def2-TZVPD

CARTESIAN COORDINATES (ANGSTROEM)
1 C -1.55 -2.03 -0.09
2 C -0.72 -1.01 0.03
3 C 0.90 0.80 0.55
4 C 0.09 0.02 -0.24
5 N -1.35 -3.03 0.90
6 N 0.30 -1.78 1.85
7 N -0.41 -2.60 1.55
8 H -2.52 -1.94 -0.49
9 H 1.55 1.69 0.28
10 H 1.12 0.84 1.61
11 H 0.44 0.11 -1.32

E_LUMO: -0.288 Ha
charge: +1
energy relative to the best compared isomer or geometry (same formula, charge and spin): 137.1 kcal per mole
HOMO energy: -14.75 eV
Kohn-Sham gap: 6.915 eV

=====

Formula: C4H4N3O3
Source: the Open Molecules 2025 dataset
Level of theory: wB97M-V/def2-TZVPD

CARTESIAN COORDINATES (ANGSTROEM)
1 C 2.06 -2.17 1.47
2 C -2.29 -0.17 -1.28
3 C 1.39 -0.01 0.52
4 C 0.23 2.11 -0.40
5 N 1.81 -1.07 0.99
6 N -1.37 -0.49 -0.58
7 N 0.82 0.92 0.09
8 O 2.39 -3.21 1.82
9 O -2.91 0.53 -1.95
10 O -0.96 -1.64 0.01
11 H -0.81 1.84 -0.34
12 H 0.48 2.99 0.22
13 H 0.54 2.26 -1.41
14 H -1.40 -1.87 0.85

E_LUMO: -0.168 Ha
charge: +1
energy relative to the best compared isomer or geometry (same formula, charge and spin): 56.0 kcal per mole
HOMO energy: -14.27 eV
Kohn-Sham gap: 9.694 eV

=====

Formula: C4H4N4
Source: the Open Molecules 2025 dataset
Level of theory: wB97M-V/def2-TZVPD

CARTESIAN COORDINATES (ANGSTROEM)
1 C 1.48 -1.16 0.00
2 N 2.30 -0.11 0.04
3 N 1.53 0.88 -0.14
4 C 0.12 0.54 -0.09
5 C -1.28 0.98 0.15
6 N -1.87 -0.29 -0.09
7 N -1.03 -1.30 -0.03
8 C 0.15 -0.69 -0.02
9 H 1.76 -2.35 0.12
10 H 1.85 1.89 0.08
11 H -2.02 1.89 -0.01
12 H -2.98 -0.27 -0.03

E_LUMO: 0.029 Ha
charge: 0
energy relative to the best compared isomer or geometry (same formula, charge and spin): 97.1 kcal per mole
HOMO energy: -8.21 eV
SMILES: c1n[nH]c2c[nH]nc12
Kohn-Sham gap: 9.001 eV

=====

Formula: C4H4N4
Source: the Open Molecules 2025 dataset
Level of theory: wB97M-V/def2-TZVPD

CARTESIAN COORDINATES (ANGSTROEM)
1 N -3.54 -0.75 0.07
2 C -2.62 -0.04 -0.06
3 C -1.46 0.85 -0.07
4 C -0.28 0.21 0.08
5 N -0.08 -1.18 0.05
6 C 1.16 -1.31 -0.03
7 N 1.92 -0.08 -0.14
8 N 0.94 0.89 0.19
9 H -1.53 1.90 -0.16
10 H 1.69 -2.31 -0.13
11 H 2.65 -0.07 0.49
12 H 1.14 1.89 -0.28

E_LUMO: 0.018 Ha
charge: 0
energy relative to the best compared isomer or geometry (same formula, charge and spin): 45.6 kcal per mole
HOMO energy: -8.32 eV
SMILES: N#C/C=C1\N=CNN1
Kohn-Sham gap: 8.807 eV

=====

Formula: C4H4N4
Source: the Open Molecules 2025 dataset
Level of theory: wB97M-V/def2-TZVPD

CARTESIAN COORDINATES (ANGSTROEM)
1 H -2.15 -0.95 1.15
2 N -1.99 -0.05 0.84
3 C -1.10 -0.11 -0.05
4 C -0.36 -1.26 -0.68
5 N 0.88 -1.54 -0.42
6 N 1.57 -0.71 0.48
7 C 1.39 0.55 0.52
8 C 0.61 1.45 -0.43
9 N -0.62 1.09 -0.77
10 H -1.01 -1.94 -1.33
11 H 1.96 0.92 1.35
12 H 0.81 2.56 -0.66

E_LUMO: -0.011 Ha
charge: 0
energy relative to the best compared isomer or geometry (same formula, charge and spin): 77.8 kcal per mole
HOMO energy: -9.86 eV
SMILES: [H]/N=c1\cnnccn1
Kohn-Sham gap: 9.557 eV

=====

DFT total energy, respectively: -9231.0986, -9234.1785, -11284.1563, -11288.5174, -11282.9906, -11284.6734, -11284.7584, -22119.4680, -20073.1742, -18024.9882, -18027.0327, -28862.6734, -28861.5379, -28861.4277, -28861.9510, -8668.0805, -14814.0479, -10168.6269, -10170.8625, -10169.4625 eV.